This record from OMol25 describes a cluster of 2 separate species, C2HClNO in total at a distorted geometry. The level of theory is ωB97M-V/def2-TZVPD.

Positions of all 6 atoms, in Å:
Cl (4.28, -0.93, -0.02)
O (3.92, 1.71, 0.03)
N (1.35, 0.04, -0.19)
C (0.25, 0.08, 0.02)
C (4.09, 0.58, 0.00)
H (-0.78, 0.08, 0.23)

Its relative energy (zero: lowest compared OMol25 entry of this formula, charge and spin) is 19.6 kJ/mol. The strongest force on any atom comes out at 0.101 Eh/bohr. The total charge is +1. The calculation puts the total energy at -666.6328 Ha. The calculation puts the orbital gap at 11.275 eV. Its highest occupied orbital energy is -0.6315 Eh.

---

This record from OMol25 describes a cluster of 7 separate species, C29H26Cl8F4O in total at a distorted geometry. The level of theory is ωB97M-V/def2-TZVPD.

Positions of all 68 atoms, in Å:
Cl (19.88, -6.34, -22.02)
Cl (19.79, -6.99, -24.82)
Cl (17.99, -12.86, -27.36)
Cl (18.35, -8.62, -22.94)
Cl (21.22, -8.70, -22.97)
Cl (17.00, -13.59, -24.70)
Cl (19.13, -11.67, -25.00)
Cl (16.45, -10.98, -25.77)
F (24.77, -12.76, -13.80)
F (20.52, -15.72, -24.19)
F (24.86, -9.23, -23.31)
F (13.48, -10.43, -18.79)
O (21.33, -11.93, -19.87)
C (17.38, -10.00, -17.72)
C (22.86, -17.37, -26.41)
C (16.72, -11.19, -17.41)
C (21.56, -15.77, -27.64)
C (20.55, -12.14, -20.77)
C (25.14, -10.75, -19.53)
C (22.18, -17.06, -25.24)
C (24.97, -9.78, -22.09)
C (14.78, -10.29, -18.47)
C (23.54, -13.26, -17.67)
C (26.15, -9.58, -21.40)
C (20.86, -15.46, -26.49)
C (22.53, -16.76, -27.62)
C (24.30, -14.24, -17.06)
C (17.63, -12.29, -25.73)
C (26.22, -10.07, -20.10)
C (16.74, -8.97, -18.39)
C (23.17, -12.10, -16.98)
C (15.42, -9.12, -18.79)
C (21.22, -16.06, -25.28)
C (19.80, -7.64, -23.20)
C (23.99, -10.96, -20.28)
C (23.59, -11.92, -15.67)
C (20.98, -12.90, -22.00)
C (23.89, -10.47, -21.57)
C (15.38, -11.30, -17.77)
C (24.68, -14.07, -15.73)
C (24.33, -12.92, -15.07)
C (19.15, -11.59, -20.76)
H (21.41, -13.83, -21.63)
H (23.05, -17.04, -28.53)
H (17.20, -11.98, -16.85)
H (23.05, -10.69, -22.21)
H (18.91, -11.04, -21.67)
H (23.39, -10.98, -15.17)
H (22.68, -11.27, -17.47)
H (19.99, -14.82, -26.47)
H (14.93, -8.31, -19.32)
H (17.29, -8.06, -18.62)
H (27.10, -9.98, -19.48)
H (21.30, -15.36, -28.61)
H (18.40, -12.36, -20.58)
H (24.63, -15.13, -17.57)
H (18.44, -9.93, -17.49)
H (23.10, -11.39, -19.83)
H (25.31, -14.80, -15.25)
H (23.22, -13.43, -18.68)
H (26.95, -9.02, -21.86)
H (22.40, -17.55, -24.30)
H (20.17, -13.17, -22.67)
H (25.19, -10.99, -18.48)
H (14.87, -12.24, -17.58)
H (23.60, -18.15, -26.38)
H (19.09, -10.82, -19.98)
H (21.66, -12.30, -22.60)

Its structure (SMILES) is ClC(Cl)(Cl)Cl.ClC(Cl)(Cl)Cl.Fc1ccccc1.Fc1ccccc1.Fc1ccccc1.Fc1ccccc1.CC(C)=O. The strongest force on any atom comes out at 0.022 Eh/bohr. The calculation puts the total energy at -5276.8483 Ha. The calculation puts the orbital gap at 9.029 eV. Its highest occupied orbital energy is -0.3300 Eh.

---

This record from OMol25 describes a structure of composition C6H11ClCrN3Pd at a distorted geometry. The level of theory is ωB97M-V/def2-TZVPD.

Positions of all 23 atoms, in Å:
Pd (0.85, -0.49, -2.40)
Cr (-0.58, 1.55, -1.07)
Cl (-1.91, 3.34, -1.19)
N (1.05, 1.52, 2.96)
N (0.17, 1.99, 5.23)
N (0.23, 1.70, 0.68)
C (0.53, 1.63, 1.82)
C (-0.73, 0.14, -3.49)
C (0.54, 1.79, 4.13)
C (-1.66, -0.76, -0.27)
C (-0.21, -1.01, -0.72)
C (2.46, 0.66, -2.85)
H (-1.79, -1.14, 0.75)
H (-0.28, 0.25, -4.49)
H (0.51, -0.88, 0.10)
H (3.32, 0.08, -2.47)
H (-1.38, -0.76, -3.47)
H (-0.14, -2.06, -1.03)
H (-2.02, 0.30, -0.23)
H (2.33, 1.63, -2.32)
H (2.47, 0.78, -3.95)
H (-2.35, -1.31, -0.92)
H (-1.30, 1.05, -3.21)

Its relative energy (zero: lowest compared OMol25 entry of this formula, charge and spin) is 2.9 kJ/mol. The strongest force on any atom comes out at 0.054 Eh/bohr. As for the spin multiplicity: 8. The calculation puts the total energy at -2031.7905 Ha. The calculation puts the orbital gap (alpha / beta) at 7.582 / 4.840 eV. Its highest occupied orbital energy (alpha / beta) is -0.3084 / -0.3298 Eh.

---

This record from OMol25 describes an isolated molecule of C4H3N3O2S at a distorted geometry. The level of theory is ωB97M-V/def2-TZVPD.

Positions of all 13 atoms, in Å:
S (-2.03, 0.07, -0.09)
O (-2.62, 1.18, 0.61)
O (-2.84, -1.05, -0.46)
N (1.45, 0.14, -1.09)
N (1.94, -2.58, 0.83)
N (1.39, 1.22, -0.57)
C (0.53, 1.54, 0.43)
C (-0.46, -0.29, 0.42)
C (0.49, -0.91, -0.51)
C (1.31, -1.86, 0.21)
H (0.99, 1.66, 1.40)
H (-0.20, 2.30, 0.20)
H (0.06, -1.41, -1.38)

Its relative energy (zero: lowest compared OMol25 entry of this formula, charge and spin) is 173.5 kJ/mol. The strongest force on any atom comes out at 0.075 Eh/bohr. The calculation puts the total energy at -866.9453 Ha. The calculation puts the orbital gap (alpha / beta) at 8.316 / 8.318 eV. Its highest occupied orbital energy (alpha / beta) is -0.3812 / -0.3812 Eh.

---

This record from OMol25 describes a structure of composition C25H7F15GeN7OPdS5Sb at a distorted geometry. The level of theory is ωB97M-V/def2-TZVPD.

Positions of all 63 atoms, in Å:
Sb (-4.14, 2.15, -0.65)
Pd (-1.60, 0.73, -0.02)
Ge (1.98, 1.03, -0.27)
S (-0.97, 0.79, 2.80)
S (-2.20, 2.03, -2.03)
S (0.20, 2.31, -0.19)
S (-2.83, 2.38, 1.36)
S (-4.91, 4.34, -0.96)
F (4.56, 2.34, 1.41)
F (3.65, 5.06, -3.19)
F (2.08, 2.15, 2.57)
F (2.98, -1.95, 0.41)
F (2.54, 0.98, 4.95)
F (5.36, -1.71, -3.19)
F (3.51, -2.50, -4.99)
F (4.62, -0.20, -1.08)
F (5.86, 4.61, 0.93)
F (0.21, -0.12, -2.75)
F (3.22, -1.64, 5.06)
F (0.94, -1.72, -4.76)
F (2.28, 2.81, -2.71)
F (5.41, 5.99, -1.35)
F (3.44, -3.09, 2.79)
O (-2.72, -0.98, -1.64)
N (-0.08, -0.88, 0.27)
N (-3.52, -4.01, 0.56)
N (-1.30, -2.95, 0.70)
N (-3.71, -0.79, 0.40)
N (-3.12, -0.55, 4.02)
N (-5.26, -1.10, 2.15)
N (-5.65, -1.87, -0.02)
C (-3.65, -1.22, -0.90)
C (-2.23, -0.01, 3.51)
C (-6.91, -2.52, 0.25)
C (-0.76, -1.83, 0.45)
C (1.83, -1.34, -3.84)
C (3.69, -0.54, -1.99)
C (2.99, -1.06, 3.88)
C (4.96, 4.16, 0.05)
C (3.14, 3.23, -1.78)
C (4.25, 3.00, 0.28)
C (3.15, -1.73, -3.97)
C (-2.48, -3.48, 0.60)
C (2.52, 0.14, 1.41)
C (4.09, -1.33, -3.05)
C (2.65, 0.27, 3.83)
C (3.31, 2.50, -0.60)
C (2.38, -0.13, -1.82)
C (2.42, 0.85, 2.60)
C (2.87, -1.19, 1.51)
C (3.10, -1.80, 2.72)
C (-4.87, -1.26, 0.89)
C (1.46, -0.53, -2.78)
C (3.84, 4.39, -2.05)
C (-4.91, -1.98, -1.26)
C (4.74, 4.86, -1.12)
H (-6.78, -3.44, 0.82)
H (-4.66, -3.01, -1.50)
H (-6.02, -1.67, 2.48)
H (-5.43, -1.51, -2.10)
H (-7.38, -2.76, -0.70)
H (-7.58, -1.84, 0.79)
H (-4.56, -0.82, 2.82)

Its relative energy (zero: lowest compared OMol25 entry of this formula, charge and spin) is 171.0 kJ/mol. The strongest force on any atom comes out at 0.041 Eh/bohr. As for the spin multiplicity: 2. The total charge is -1. The calculation puts the total energy at -7349.4414 Ha. The calculation puts the orbital gap (alpha / beta) at 5.507 / 5.620 eV. Its highest occupied orbital energy (alpha / beta) is -0.2101 / -0.2161 Eh.

---

This record from OMol25 describes a cluster of 3 separate species, C26H56N4O2P in total. The level of theory is ωB97M-V/def2-TZVPD.

Positions of all 89 atoms, in Å:
P (-1.85, 0.69, -1.75)
O (1.68, 4.69, 1.38)
O (-1.08, -6.64, -3.34)
N (-4.29, -0.54, -1.59)
N (-3.69, -2.12, 0.73)
N (-0.37, -6.54, -2.28)
N (1.59, 5.57, 2.31)
C (2.59, 6.23, 4.52)
C (-2.92, -0.68, -1.06)
C (-0.35, 6.27, 1.01)
C (0.27, -8.83, -2.85)
C (-0.24, -0.19, -1.92)
C (1.16, -4.62, -2.54)
C (-0.12, -5.12, -1.85)
C (1.05, -7.90, -0.70)
C (2.34, -5.57, -2.39)
C (-0.01, -5.00, -0.32)
C (3.58, 4.43, 3.16)
C (-5.09, -2.14, 0.14)
C (0.42, -0.85, -0.71)
C (0.75, 6.77, 1.94)
C (2.86, 5.78, 3.09)
C (0.08, 7.41, 3.16)
C (-2.94, -0.85, 0.44)
C (-5.38, -0.91, -0.71)
C (-0.31, 2.69, -0.57)
C (3.70, 6.80, 2.32)
C (-1.32, -4.30, -2.30)
C (1.66, 7.77, 1.22)
C (1.97, -6.98, -2.87)
C (2.94, 8.08, 1.98)
C (-1.57, 1.84, -0.33)
C (0.74, -7.56, -2.16)
H (2.80, -7.67, -2.72)
H (0.10, -8.67, -3.91)
H (-0.43, -0.94, -2.69)
H (1.40, -3.63, -2.13)
H (-1.00, 7.12, 0.76)
H (-0.72, 8.07, 2.81)
H (-0.22, 3.45, 0.19)
H (2.95, 3.68, 3.63)
H (2.26, 7.26, 4.61)
H (-0.96, 5.51, 1.51)
H (-0.65, -9.19, -2.40)
H (4.48, 4.56, 3.77)
H (-1.94, -0.98, 0.84)
H (-2.47, -1.59, -1.48)
H (2.69, -5.60, -1.36)
H (-5.19, -3.07, -0.43)
H (1.08, 8.68, 1.04)
H (-1.18, -3.27, -1.94)
H (0.05, 5.86, 0.09)
H (-1.42, -4.28, -3.38)
H (0.94, -4.48, -3.60)
H (0.44, 0.53, -2.37)
H (4.60, 7.02, 2.90)
H (1.76, -6.95, -3.94)
H (-3.76, -2.29, 1.74)
H (3.87, 4.08, 2.18)
H (0.75, 8.01, 3.76)
H (3.17, -5.20, -2.98)
H (1.57, -7.12, -0.16)
H (0.94, -5.34, 0.08)
H (3.57, 8.72, 1.37)
H (-6.25, -1.18, -1.32)
H (-2.43, 2.51, -0.31)
H (-0.37, 6.65, 3.80)
H (-5.70, -0.09, -0.06)
H (4.04, 6.32, 1.39)
H (-0.18, -1.69, -0.35)
H (3.53, 6.15, 5.08)
H (-0.81, -5.57, 0.17)
H (1.39, -1.26, -0.98)
H (1.91, 7.36, 0.23)
H (0.59, 2.09, -0.56)
H (-5.79, -2.18, 0.97)
H (-1.51, 1.36, 0.65)
H (-3.14, -2.89, 0.34)
H (-0.37, 3.19, -1.54)
H (-4.43, 0.40, -1.94)
H (-3.44, -0.05, 0.98)
H (1.85, 5.59, 5.00)
H (1.69, -8.78, -0.69)
H (0.57, -0.16, 0.11)
H (0.13, -8.14, -0.16)
H (-0.11, -3.95, -0.05)
H (-2.25, -4.70, -1.88)
H (2.72, 8.64, 2.89)
H (1.04, -9.59, -2.72)

The strongest force on any atom comes out at 0.008 Eh/bohr. As for the spin multiplicity: 3. The total charge is +1. The calculation puts the total energy at -1734.7639 Ha. The calculation puts the orbital gap (alpha / beta) at 6.645 / 7.940 eV. Its highest occupied orbital energy (alpha / beta) is -0.3559 / -0.4036 Eh.